Entry from the OMol25 dataset: a structure of composition C22H44N3OP2Zr (ωB97M-V with the def2-TZVPD basis set).

Highest occupied orbital energy (spin up / spin down), eV: -17.90 / -17.90
Total charge: +3
Frontier orbital gap (spin up / spin down), eV: 7.44 / 7.44
Largest force on an atom, eV Å⁻¹: 5.6
Lowest unoccupied orbital energy (spin up / spin down), eV: -10.46 / -10.46

CARTESIAN COORDINATES (ANGSTROEM)
Zr: 0.4102 0.0736 0.0776
P: -0.3668 -1.8520 -1.5320
P: -0.2081 2.6476 0.4843
N: 2.1393 0.4889 -1.0771
C: 1.3451 -1.6140 -2.4099
H: 1.9332 -2.5121 -2.1724
H: 1.0217 -1.6712 -3.4457
C: 2.1181 -0.3335 -2.3124
H: 3.1346 -0.5180 -2.7056
H: 1.7292 0.3933 -3.0515
C: 1.9440 1.9455 -1.3224
H: 1.1327 1.9451 -2.0559
H: 2.8526 2.3764 -1.8017
C: 1.5713 2.8874 -0.1605
H: 1.5875 3.8948 -0.5780
H: 2.2939 2.9147 0.6648
C: 0.0067 3.4181 2.1512
C: 0.5296 2.3894 3.1644
H: 1.5228 2.0039 2.9086
H: -0.1474 1.5350 3.3150
H: 0.6437 2.8878 4.1357
C: -1.2464 3.7915 -0.5256
C: -2.7464 3.6308 -0.2404
H: -3.3153 4.1596 -1.0171
H: -3.0211 4.0848 0.7186
H: -3.0688 2.5834 -0.2402
C: -1.6995 -2.1930 -2.7610
C: -2.9952 -2.7628 -2.1507
H: -3.7400 -2.8519 -2.9552
H: -3.4055 -2.1072 -1.3728
H: -2.8476 -3.7634 -1.7306
C: -0.0912 -3.4716 -0.6392
C: -1.1744 -3.8319 0.3936
H: -0.6811 -4.2470 1.2830
H: -1.8589 -4.6083 0.0227
H: -1.7715 -2.9793 0.7304
C: -2.0526 0.1371 -0.1824
C: -0.7747 5.2561 -0.4343
H: 0.1061 5.4043 0.2107
H: -0.5148 5.6112 -1.4434
H: -1.5847 5.9007 -0.0608
C: -1.2410 -3.0240 -3.9767
H: -2.1154 -3.4867 -4.4485
H: -0.7886 -2.3760 -4.7362
H: -0.5282 -3.8185 -3.7284
C: 0.1931 -4.6802 -1.5469
H: 0.5050 -5.5218 -0.9088
H: -0.6978 -5.0093 -2.1003
H: 1.0087 -4.4973 -2.2551
C: -1.2607 4.0978 2.6779
H: -2.1373 3.4337 2.6751
H: -1.0817 4.4006 3.7183
H: -1.5009 5.0082 2.1179
H: 0.7882 4.1865 1.9942
H: 0.8424 -3.2636 -0.0790
H: -1.0885 3.4336 -1.5540
H: -1.9567 -1.1812 -3.1189
O: -3.1927 -0.0014 0.0332
H: -2.4166 1.2492 -2.9929
H: -3.0912 1.1452 -2.7214
N: 3.6521 -2.4308 4.5702
C: 2.8122 -1.8913 3.6372
C: 3.3050 -1.1401 2.5739
C: 2.4653 -0.6234 1.6552
N: 1.1025 -0.7807 1.7311
C: 0.5884 -1.5168 2.7540
C: 1.4180 -2.0813 3.6955
H: 4.6476 -2.2849 4.5223
H: 3.2814 -2.9658 5.3553
H: 4.3805 -1.0025 2.4833
H: 2.8527 -0.0912 0.8045
H: -0.4850 -1.6487 2.7757
H: 1.0289 -2.6807 4.5108

***

Entry from the OMol25 dataset: a cluster of 3 separate species, C22H44NO5S in total (ωB97M-V with the def2-TZVPD basis set).

Highest occupied orbital energy, eV: -10.61
Total charge: +1
Frontier orbital gap, eV: 6.25
Largest force on an atom, eV Å⁻¹: 3.7
Lowest unoccupied orbital energy, eV: -4.36

CARTESIAN COORDINATES (ANGSTROEM)
C: -0.8968 -2.4292 -0.1471
C: -1.5634 -1.5680 -0.6612
C: -2.3054 -0.4388 -1.1216
N: -1.8842 0.5075 -1.8825
C: -0.5457 0.5814 -2.4459
C: -2.9949 1.4589 -2.0730
C: -2.6823 2.8889 -1.5572
S: -3.0319 3.1698 0.2040
C: -4.8146 3.5156 0.4200
C: -5.5519 4.0932 -0.8256
C: -4.3032 0.7635 -1.6961
C: -5.2707 0.2990 -2.8293
C: -6.7635 0.7081 -2.5985
C: -7.7775 -0.4780 -2.5467
O: -8.1146 -0.8557 -1.2238
C: -7.0131 -1.3985 -0.5277
C: -3.7678 -0.3234 -0.6877
H: -0.1363 -3.1863 -0.0249
H: 0.1299 -0.0896 -1.8977
H: -0.1082 1.5860 -2.3903
H: -0.5475 0.2769 -3.5025
H: -3.1217 1.6409 -3.1625
H: -1.5959 3.0410 -1.6704
H: -3.1347 3.6417 -2.2176
H: -5.3781 2.6374 0.7757
H: -4.9138 4.2633 1.2205
H: -5.1594 3.7574 -1.7916
H: -5.6364 5.1846 -0.7475
H: -6.5918 3.7242 -0.7760
H: -4.9522 1.3909 -1.0702
H: -4.9490 0.7951 -3.7605
H: -5.2473 -0.7956 -2.9583
H: -7.0704 1.3520 -3.4351
H: -6.9291 1.2914 -1.6767
H: -7.4061 -1.3459 -3.1256
H: -8.7201 -0.1375 -2.9973
H: -6.3545 -1.9355 -1.2388
H: -7.3109 -2.0343 0.3114
H: -6.4042 -0.5539 -0.1345
H: -4.2210 -1.3261 -0.7384
H: -3.9433 0.0063 0.3468
C: 3.1073 -1.7746 -0.8814
O: 2.8597 -3.1693 -0.8093
C: 3.9336 -3.9534 -1.3241
C: 4.8599 -4.4448 -0.2265
O: 5.5153 -3.3751 0.4357
C: 4.8770 -2.9910 1.6461
H: 2.4403 -1.2811 -0.1733
H: 4.1376 -1.5224 -0.6239
H: 2.8866 -1.4199 -1.8954
H: 4.4892 -3.3902 -2.0800
H: 3.4866 -4.8219 -1.8158
H: 5.6380 -5.0628 -0.6836
H: 4.3184 -5.0683 0.4922
H: 5.1723 -3.6685 2.4528
H: 3.7882 -2.9901 1.5571
H: 5.2058 -1.9833 1.8966
C: 7.1656 0.2220 2.0896
O: 6.6107 -0.2555 3.3075
C: 7.5090 -0.1454 4.4049
C: 7.2590 1.1072 5.2258
O: 7.4985 2.2925 4.4809
C: 6.3173 2.8513 3.9315
H: 6.3428 0.4356 1.4075
H: 7.7464 1.1349 2.2360
H: 7.8041 -0.5516 1.6513
H: 8.5454 -0.1832 4.0558
H: 7.3394 -1.0168 5.0442
H: 7.9572 1.1135 6.0677
H: 6.2434 1.1092 5.6348
H: 5.7922 3.4378 4.6924
H: 5.6441 2.0866 3.5379
H: 6.6072 3.5123 3.1151

***

Entry from the OMol25 dataset: a structure of composition C22H44PTi (ωB97M-V with the def2-TZVPD basis set).

Highest occupied orbital energy (spin up / spin down), eV: -14.92 / -14.93
Total charge: +2
Frontier orbital gap (spin up / spin down), eV: 7.06 / 7.22
Spin multiplicity: 2
Largest force on an atom, eV Å⁻¹: 7.4
Expectation value of S²: 0.7546
Lowest unoccupied orbital energy (spin up / spin down), eV: -7.86 / -7.71

CARTESIAN COORDINATES (ANGSTROEM)
C: 1.6397 -1.8117 -1.9134
H: 1.8708 -2.4795 -2.8187
H: 0.5069 -1.6989 -1.8275
H: 2.2065 -2.2700 -1.1030
C: 2.2256 -0.3452 -1.9531
H: 1.4685 0.3805 -1.4935
H: 3.0849 -0.3346 -1.2294
C: 2.6419 0.0140 -3.3685
H: 3.5600 0.6216 -3.2832
H: 2.8282 -0.9274 -3.9126
H: 1.8199 0.5895 -3.8457
C: -1.6512 2.3212 1.5942
C: -0.6538 3.1387 0.7991
C: -0.7143 2.6061 -0.5842
C: -1.6728 1.5790 -0.6434
C: -2.2479 1.3684 0.6854
C: -3.1161 0.1898 0.9815
C: -2.1196 0.8459 -1.8821
C: 0.0416 3.0748 -1.7922
C: 0.5111 3.9046 1.3354
C: -1.4979 1.9742 3.0491
Ti: -0.2105 1.1658 0.9589
H: -2.6033 -0.1161 -1.6670
H: -2.8482 1.4155 -2.4865
H: -1.2929 0.5991 -2.5583
H: -3.4002 -0.3382 0.0657
H: -2.5987 -0.5554 1.5907
H: -4.0289 0.4670 1.5074
H: -0.4708 2.1033 3.4621
H: -2.1522 2.6134 3.6398
H: -1.7954 0.9279 3.2825
H: 1.1590 4.2439 0.5285
H: 0.0954 4.7540 1.8563
H: 1.1568 3.3739 2.0499
H: 0.3078 2.2654 -2.4767
H: -0.5916 3.7573 -2.3709
H: 0.9686 3.5987 -1.5622
C: -1.6070 -3.3117 1.9056
C: -0.6620 -2.3266 2.6212
C: -0.3556 -2.8009 4.0516
P: 0.7290 -1.9087 1.3849
C: 1.8787 -0.8999 2.4946
C: 2.9284 -1.7076 3.2766
C: 2.6996 0.1872 1.7841
C: 1.6211 -3.5735 1.0188
C: 1.9657 -4.5167 2.1622
C: 0.9074 -4.3514 -0.1010
H: -1.1870 -4.3233 1.9260
H: -1.7782 -3.0271 0.8614
H: -2.5847 -3.3365 2.4124
H: -1.1917 -1.3428 2.7391
H: 0.1974 -3.7475 4.0649
H: 0.1943 -2.0605 4.6456
H: -1.3163 -2.9733 4.5638
H: 1.1816 -0.4401 3.2195
H: 3.6329 -2.2033 2.5955
H: 3.5085 -0.9886 3.8694
H: 2.4922 -2.4391 3.9744
H: 2.1388 0.9735 1.2309
H: 3.2723 0.6980 2.5752
H: 3.4316 -0.2696 1.0872
H: 2.5761 -3.1836 0.6123
H: 1.0857 -4.9622 2.6278
H: 2.5676 -5.3338 1.7444
H: 2.5896 -4.0583 2.9329
H: 0.6205 -3.7574 -0.9757
H: 1.5977 -5.1420 -0.4631
H: 0.0085 -4.8702 0.2738

***

Entry from the OMol25 dataset: a cluster of 7 separate species, C22H45ClFO17S4 in total (ωB97M-V with the def2-TZVPD basis set).

Highest occupied orbital energy, eV: -6.00
Total charge: -1
Frontier orbital gap, eV: 8.09
Largest force on an atom, eV Å⁻¹: 4.5
Lowest unoccupied orbital energy, eV: 2.09

CARTESIAN COORDINATES (ANGSTROEM)
Cl: -0.4089 -0.1418 -0.1051
O: 0.0578 -0.1828 1.2500
O: -0.0028 -1.3468 -0.8176
O: -1.8043 0.0206 0.0796
O: 0.1525 0.8960 -0.8964
C: 2.4445 0.6928 0.4231
C: 3.6353 1.4923 0.8200
C: 4.5326 0.4752 1.5646
O: 3.8162 -0.7739 1.4700
C: 2.8140 -0.7926 0.5136
H: 2.0221 0.9074 -0.5586
H: 1.6476 0.9183 1.1317
H: 3.4293 2.3804 1.4173
H: 4.2312 1.7781 -0.0468
H: 4.8058 0.6566 2.6041
H: 5.4287 0.3999 0.9486
H: 1.9912 -1.4185 0.8591
H: 3.2839 -1.2453 -0.3595
O: 0.2646 -6.3516 0.0804
S: -0.3928 -5.0629 0.2249
O: -1.7750 -4.9669 0.6289
O: 0.4947 -4.1461 1.2642
C: -0.1106 -2.9661 1.8491
C: 0.9652 -2.1746 2.6423
C: -0.0803 -4.1461 -1.3929
H: -0.8645 -3.3542 2.5341
H: -0.6142 -2.3606 1.0956
H: 0.5546 -1.5185 3.4098
H: 1.5729 -1.6353 1.9158
H: 1.6011 -2.9327 3.0994
H: -0.4501 -3.1276 -1.2754
H: -0.4618 -4.6585 -2.2761
H: 1.0095 -4.1312 -1.4083
O: -5.5530 -0.0048 -3.6769
S: -5.7724 -0.2152 -2.2562
O: -5.2620 -1.4394 -1.6068
O: -5.2213 1.1365 -1.4324
C: -4.9275 1.1209 0.0266
C: -3.5396 1.6249 0.4560
C: -7.5942 -0.0276 -1.9009
H: -4.9678 0.0761 0.3348
H: -5.7210 1.7429 0.4409
H: -3.2982 1.3141 1.4724
H: -3.4182 2.7045 0.3666
H: -2.7426 1.2665 -0.1956
H: -8.1336 -0.8958 -2.2794
H: -7.8465 0.8630 -2.4765
H: -7.7189 0.1334 -0.8301
O: 0.0115 -0.6393 -4.9315
S: 1.2297 -1.4356 -4.6591
O: 2.0031 -1.9174 -5.8395
O: 2.1946 -0.4808 -3.6346
C: 1.6025 0.3649 -2.6432
C: 2.4976 1.5826 -2.4074
C: 0.8899 -2.8251 -3.4886
H: 1.4655 -0.1811 -1.7098
H: 0.6346 0.8114 -2.8711
H: 3.4182 1.2170 -1.9526
H: 2.0161 2.3658 -1.8218
H: 2.7957 2.1161 -3.3099
H: 0.0875 -3.5032 -3.7790
H: 0.6520 -2.4072 -2.5104
H: 1.7223 -3.5289 -3.4824
O: 0.9792 5.4121 -0.7098
S: 0.5282 4.3848 0.2052
O: 0.2961 4.7155 1.6093
O: -0.8513 3.6644 -0.3934
C: -0.7014 3.1629 -1.7106
C: -2.0163 2.3750 -1.9604
C: 1.7291 2.9825 0.1344
H: 0.1556 2.4917 -1.7671
H: -0.5956 3.9359 -2.4718
H: -2.8686 3.0507 -1.8882
H: -2.1394 1.5707 -1.2351
H: -2.0278 1.9934 -2.9814
H: 2.1659 2.9668 -0.8642
H: 1.1804 2.0837 0.4158
H: 2.4306 3.1987 0.9402
F: 0.4383 0.4882 6.9484
C: 0.8375 0.1734 5.6641
C: 2.1063 -0.4641 5.4658
C: 2.5981 -0.6876 4.1786
C: 1.8996 -0.2191 3.0759
C: 0.6508 0.4188 3.2770
C: 0.1145 0.5912 4.5411
H: 2.6597 -0.6705 6.3700
H: 3.6034 -1.0394 3.9999
H: 2.2695 -0.2811 2.0631
H: 0.1665 0.6462 2.3388
H: -0.9028 0.9329 4.6630

***

Entry from the OMol25 dataset: a structure of composition C22H45IrN2O2P3S (ωB97M-V with the def2-TZVPD basis set).

Highest occupied orbital energy (spin up / spin down), eV: -16.92 / -19.33
Total charge: +4
Frontier orbital gap (spin up / spin down), eV: 6.00 / 4.79
Spin multiplicity: 6
Largest force on an atom, eV Å⁻¹: 7.8
Expectation value of S²: 8.7769
Lowest unoccupied orbital energy (spin up / spin down), eV: -10.92 / -14.53

CARTESIAN COORDINATES (ANGSTROEM)
P: -0.4935 4.0815 0.8624
C: 0.5978 4.2414 2.3456
H: 0.7230 5.2986 2.6284
H: 1.5750 3.7941 2.0968
H: 0.1643 3.6696 3.1800
C: -0.8537 5.8432 0.4414
H: -1.6669 5.8645 -0.2993
H: 0.0404 6.2774 -0.0292
H: -1.1385 6.4335 1.3222
C: -2.0553 3.6372 1.7665
H: -2.5456 4.5420 2.1644
H: -1.8065 2.9489 2.5906
H: -2.7314 3.1200 1.0666
P: -1.9572 -3.1734 0.7827
C: -0.9114 -3.5933 2.2130
H: -1.1358 -4.6172 2.5495
H: -1.1050 -2.8681 3.0187
H: 0.1420 -3.5088 1.9026
C: -3.6733 -3.3880 1.3682
H: -4.3691 -3.3181 0.5211
H: -3.9079 -2.5836 2.0820
H: -3.7941 -4.3619 1.8623
C: -1.6859 -4.5766 -0.3529
H: -1.9985 -5.5159 0.1253
H: -0.6130 -4.6200 -0.5944
H: -2.2576 -4.4099 -1.2773
P: 2.4369 -0.9495 -2.1555
C: 3.9835 -1.2870 -1.3405
H: 4.7911 -1.2403 -2.0869
H: 3.9526 -2.2947 -0.8987
H: 4.1572 -0.5496 -0.5429
C: 2.1554 -1.9534 -3.6099
H: 2.8240 -1.5834 -4.4087
H: 1.1048 -1.8711 -3.9337
H: 2.3878 -3.0097 -3.3990
C: 2.2348 0.7571 -2.6472
H: 2.7104 0.8746 -3.6353
H: 2.7132 1.4082 -1.9016
H: 1.1660 1.0118 -2.7159
Ir: -1.4565 -0.5033 -0.8999
C: -1.0968 -0.3104 0.9695
O: -0.8121 -0.1747 2.0904
C: 1.0626 -1.2432 -0.8914
O: 1.1895 -1.7756 0.1881
C: -2.1648 -1.3061 -2.7390
C: -1.5383 -0.0802 -2.9664
C: -1.9475 1.0499 -2.2520
C: -2.9237 0.9318 -1.2635
C: -3.5290 -0.3036 -1.0129
C: -3.1562 -1.4220 -1.7626
H: -1.8301 -2.2010 -3.2613
H: -0.7122 -0.0112 -3.6647
H: -1.4333 1.9940 -2.3916
H: -3.1580 1.7804 -0.6370
H: -4.2226 -0.4240 -0.1871
H: -3.5900 -2.3921 -1.5437
C: 2.9184 -1.1165 5.2006
C: 3.3904 -0.8921 3.7740
N: 2.8398 0.3794 3.2571
C: 3.3895 0.9548 2.1472
S: 2.4290 1.5161 0.8714
N: 4.7494 1.0632 2.1128
C: 5.5083 1.4759 3.3131
C: 6.9985 1.4144 3.0215
H: 3.1445 -0.2481 5.8329
H: 3.4315 -1.9861 5.6173
H: 1.8395 -1.3063 5.2379
H: 4.4815 -0.8392 3.7183
H: 3.0647 -1.7207 3.1222
H: 1.8165 0.3666 3.2079
H: 5.0597 1.5370 1.2610
H: 5.2239 2.5026 3.6011
H: 5.2448 0.8110 4.1408
H: 7.2874 2.1672 2.2812
H: 7.5508 1.6129 3.9436
H: 7.2927 0.4249 2.6526

***

Entry from the OMol25 dataset: a cluster of 5 separate species, C22H45N2O9 in total (ωB97M-V with the def2-TZVPD basis set).

Highest occupied orbital energy, eV: -11.19
Total charge: +1
Frontier orbital gap, eV: 8.08
Largest force on an atom, eV Å⁻¹: 6.0
Lowest unoccupied orbital energy, eV: -3.11

CARTESIAN COORDINATES (ANGSTROEM)
N: 3.7488 -4.4872 -2.0258
C: 3.1936 -5.2267 -3.0639
C: 1.6961 -4.9290 -3.7179
C: 0.5278 -4.6895 -2.5494
C: -0.2572 -6.0972 -2.2656
O: -1.1363 -6.3261 -3.4604
C: -2.2084 -5.3358 -3.2791
C: -1.7347 -3.7711 -3.3145
N: -0.3467 -3.4890 -2.8011
H: 4.6975 -4.8477 -1.7726
H: 3.8928 -6.0962 -3.4873
H: 1.8357 -3.9612 -4.4000
H: 1.4185 -5.8077 -4.4607
H: 1.1498 -4.4498 -1.5592
H: -0.9171 -5.9735 -1.3034
H: 0.4711 -7.0351 -2.1972
H: -2.8270 -5.5526 -2.2815
H: -2.9919 -5.4902 -4.1578
H: -1.9415 -3.3108 -4.3960
H: -2.4840 -3.1804 -2.5969
H: 0.1398 -2.8962 -3.5394
H: -0.3566 -2.8985 -1.9334
O: -2.5424 -0.9682 -3.3773
C: -3.4721 -0.5293 -4.0540
O: -3.5970 -0.8860 -5.3531
C: -4.7324 -0.5719 -6.1799
C: -4.6075 0.8208 -6.7655
C: -4.4293 0.4710 -3.4788
H: -5.6687 -0.7193 -5.6334
H: -4.7330 -1.3036 -6.9951
H: -4.5846 1.5872 -5.9867
H: -5.4462 1.0334 -7.4347
H: -3.6733 0.9162 -7.3291
H: -3.9775 1.4648 -3.5234
H: -4.6229 0.2058 -2.4350
H: -5.3996 0.4880 -3.9708
O: 1.4170 1.8390 2.3405
C: 1.5476 1.1369 1.3382
O: 1.2607 -0.1843 1.3895
C: 1.2131 -1.0540 0.2437
C: 2.5981 -1.5566 -0.1129
C: 2.1063 1.7115 0.0711
H: 0.7091 -0.5681 -0.5971
H: 0.5860 -1.9059 0.5282
H: 3.2680 -0.7379 -0.3877
H: 2.5489 -2.2584 -0.9505
H: 3.0539 -2.0624 0.7450
H: 3.1959 1.7448 0.1435
H: 1.7184 2.7275 -0.0499
H: 1.8159 1.1688 -0.8262
O: 3.1785 6.2363 0.9739
C: 3.1211 6.0267 2.1853
O: 3.6145 6.9352 3.0582
C: 3.4449 6.8706 4.4860
C: 4.4901 5.9713 5.1156
C: 2.5844 4.7293 2.7111
H: 2.4230 6.5798 4.7470
H: 3.5797 7.8914 4.8597
H: 4.4070 4.9416 4.7586
H: 4.3895 5.9683 6.2048
H: 5.4970 6.3147 4.8553
H: 3.3673 3.9695 2.6550
H: 1.7375 4.4260 2.0879
H: 2.2041 4.7882 3.7289
O: -3.3594 0.6866 7.5403
C: -2.6057 1.1901 6.7078
O: -1.9418 0.4062 5.8272
C: -1.1775 0.8985 4.7115
C: 0.2237 1.2841 5.1427
C: -2.3438 2.6663 6.7091
H: -1.7037 1.7124 4.2039
H: -1.1161 0.0752 3.9916
H: 0.2134 2.0933 5.8773
H: 0.8161 1.6069 4.2816
H: 0.7253 0.4340 5.6173
H: -1.5946 2.8958 7.4704
H: -3.2773 3.1843 6.9493
H: -2.0199 3.0588 5.7473